[1]
Below is C4H5NO in the gas phase, with properties calculated with ωB97M-V with the def2-TZVPD basis set.

Maximum force, hartree/bohr: 0.009
Gap between HOMO and LUMO, eV: 9.4
Energy above the lowest of the compared OMol25 structures with the same formula, charge and spin, kcal per mole: 90.6
E_tot, a.u.: -285.27025

Geometry (Å):
C (-1.2462, -0.9299, -1.2902)
C (-0.5595, -0.0239, -0.3057)
N (0.7364, -0.4794, 0.0545)
C (1.2575, 0.3702, 0.8487)
C (1.4032, 1.5522, 1.4187)
O (-1.0524, 0.9957, 0.1379)
H (-2.2490, -0.5622, -1.5087)
H (-1.2942, -1.9446, -0.8835)
H (-0.6561, -0.9812, -2.2106)
H (2.3632, 0.2982, 1.2467)
H (1.2971, 1.7050, 2.4922)

[2]
Below is a molecular structure, C21H30MgNO2P2 at a distorted geometry, with properties calculated with ωB97M-V with the def2-TZVPD basis set.

Maximum force, hartree/bohr: 0.044
Net charge: +1
Gap between HOMO and LUMO, eV: 6.6
E_tot, a.u.: -1906.10915

Geometry (Å):
Mg (0.2845, 0.8681, -0.4554)
P (2.4114, -0.6015, 0.0194)
C (2.4690, -0.8122, -1.8208)
C (1.1616, -1.2859, -2.4203)
N (0.0289, -0.7075, -1.9633)
C (-1.1519, -1.0721, -2.4925)
C (-1.2388, -2.0285, -3.5049)
C (-0.0742, -2.5859, -4.0237)
C (1.1445, -2.1857, -3.4831)
C (-2.4343, -0.4677, -1.9634)
P (-2.2106, 1.1051, -1.0351)
H (2.1039, -2.5588, -3.8437)
H (-2.2284, -2.2874, -3.8754)
H (-0.1126, -3.3193, -4.8257)
H (-3.1421, -0.2762, -2.7895)
H (-2.9099, -1.1637, -1.2549)
H (2.6779, 0.2272, -2.1983)
H (3.2825, -1.5255, -2.0470)
H (0.5364, 2.9731, -1.8909)
O (1.1260, 2.1308, -1.9342)
H (2.0171, 2.4451, -2.2084)
H (0.0179, 4.2452, -0.3506)
O (-0.2576, 4.1266, -1.2739)
H (-0.5961, 4.9964, -1.5684)
C (-2.4859, 2.3486, -2.3700)
H (-3.5062, 2.2512, -2.7761)
H (-2.3561, 3.3605, -1.9378)
H (-1.7543, 2.2136, -3.1855)
C (-3.8195, 1.2041, -0.2084)
H (-3.8587, 2.1158, 0.4019)
H (-4.6320, 1.2268, -0.9380)
H (-3.9472, 0.3254, 0.4345)
C (2.3252, -2.3114, 0.6374)
H (3.2734, -2.8285, 0.4451)
H (2.1402, -2.2942, 1.7181)
H (1.5151, -2.8679, 0.1515)
C (4.1505, -0.2016, 0.3637)
H (4.2250, 0.1991, 1.3822)
H (4.7683, -1.0983, 0.2825)
H (4.5114, 0.5411, -0.3648)
C (0.9626, 0.8517, 5.2900)
C (1.3919, 1.5516, 4.1417)
C (0.8997, 1.2344, 2.8845)
C (-0.0218, 0.1690, 2.7145)
C (-0.4435, -0.2844, 1.4462)
C (-1.2647, -1.3826, 1.3428)
C (-1.7603, -2.0498, 2.5076)
C (-1.3890, -1.6098, 3.7598)
C (-0.4874, -0.5277, 3.9089)
C (0.0103, -0.1569, 5.1766)
H (1.3793, 1.1050, 6.2631)
H (2.1213, 2.3541, 4.2356)
H (1.2423, 1.7980, 2.0061)
H (-1.5603, -1.7821, 0.3748)
H (-2.4246, -2.9085, 2.3863)
H (-1.7567, -2.0991, 4.6652)
H (-0.3534, -0.6866, 6.0641)

[3]
Below is C6H10O2S2 in the gas phase at a distorted geometry, with properties calculated with ωB97M-V with the def2-TZVPD basis set.

Maximum force, hartree/bohr: 0.054
Gap between HOMO and LUMO, eV: 9.0
Energy above the lowest of the compared OMol25 structures with the same formula, charge and spin, kcal per mole: 49.9
E_tot, a.u.: -1181.39594
SMILES: C=C(S/C=C/C)S(C)(=O)=O

Geometry (Å):
C (-1.9666, -2.1190, 0.7539)
C (-1.1005, -1.2954, 0.2085)
S (0.3716, -1.5899, -0.6507)
C (1.4256, -0.4978, 0.2686)
C (2.4845, 0.0990, -0.2506)
C (3.3959, 0.9735, 0.5374)
S (-1.6269, 0.6307, 0.1968)
C (-2.3820, 0.7908, -1.4540)
O (-2.6557, 0.7972, 1.1889)
O (-0.4708, 1.4774, 0.2611)
H (-2.8522, -1.7162, 1.2156)
H (-1.8166, -3.1850, 0.7826)
H (1.1393, -0.4000, 1.3024)
H (2.7209, -0.0358, -1.2975)
H (4.4228, 0.6171, 0.4581)
H (3.3634, 1.9895, 0.1469)
H (3.1026, 0.9963, 1.5843)
H (-3.3543, 0.3167, -1.4132)
H (-2.4724, 1.8471, -1.6706)
H (-1.7286, 0.3039, -2.1684)